1.
DFT (the ωB97M-V functional and the def2-TZVPD basis) results for C28H21Br2Cl7N2O5SSiTi as an isolated structure.

Atoms and positions in Å:
Ti1 -0.7195 -0.6768 -1.1924
O1 -3.6148 -0.7801 5.4748
C1 -3.2623 -0.9212 4.1784
C2 -2.0921 -1.5579 3.7762
C3 -1.8269 -1.6425 2.4249
N1 -2.6323 -1.1517 1.4765
C4 -3.7349 -0.5654 1.8935
Br1 -4.9144 0.0987 0.5541
C5 -4.1168 -0.4083 3.2142
H1 -2.9451 -1.1764 6.0424
H2 -1.3975 -1.9750 4.4944
H3 -0.9173 -2.1155 2.0777
H4 -5.0372 0.0845 3.4860
C6 5.6624 1.1037 1.4936
Si1 3.7939 0.9834 1.5922
C7 3.0372 2.6970 1.6232
C8 3.3175 -0.0020 3.1163
C9 3.1924 0.0679 0.0540
C10 4.0585 -0.4140 -0.9205
C11 3.6016 -1.0949 -2.0496
C12 2.2446 -1.2674 -2.2072
N2 1.4022 -0.8170 -1.2753
C13 1.8373 -0.1884 -0.1754
S1 0.4733 0.1624 0.8452
H5 6.0387 1.6098 2.3850
H6 5.9963 1.6762 0.6262
H7 6.1333 0.1194 1.4545
H8 3.3299 3.2390 2.5248
H9 1.9480 2.6416 1.5972
H10 3.3646 3.2794 0.7594
H11 3.7706 0.4439 4.0052
H12 3.6713 -1.0325 3.0426
H13 2.2373 -0.0280 3.2618
H14 5.1260 -0.2638 -0.8061
H15 4.2874 -1.4726 -2.7937
H16 1.7971 -1.7550 -3.0612
Br2 -2.8002 7.6062 -0.9459
C14 -2.3143 5.7819 -1.0602
C15 -3.1494 4.8241 -0.5038
C16 -2.7900 3.4904 -0.5869
C17 -1.6071 3.1336 -1.2255
C18 -0.7792 4.1035 -1.7801
C19 -1.1309 5.4385 -1.6979
C20 -1.2183 1.7201 -1.3123
O2 -0.1818 1.3242 -1.8959
O3 -1.9474 0.8128 -0.7544
H17 -4.0653 5.1226 -0.0140
H18 -3.4186 2.7186 -0.1621
H19 0.1353 3.8007 -2.2721
H20 -0.5010 6.2079 -2.1208
Cl1 -0.5399 -2.2230 -5.9932
C21 -0.6187 -0.5778 -5.3450
Cl2 0.9706 0.1980 -5.3344
C22 -1.1685 -0.5878 -3.9202
O4 -2.1385 0.0915 -3.6505
O5 -0.5075 -1.3029 -3.0614
H21 -1.2809 0.0041 -5.9743
Cl3 1.6844 -3.1278 0.7898
C23 0.1759 -3.6553 0.1218
C24 -0.6945 -2.7586 -0.4931
C25 -1.8887 -3.2979 -0.9373
Cl4 -3.0203 -2.1633 -1.6407
C26 -2.2549 -4.6302 -0.8276
Cl5 -3.7672 -5.1875 -1.4126
C27 -1.3543 -5.5001 -0.2193
Cl6 -1.7505 -7.1619 -0.0563
C28 -0.1407 -5.0099 0.2625
Cl7 0.9522 -6.0951 1.0309

Results
**Net charge**: 0
**HOMO energy**: -8.42 eV
**Gap between HOMO and LUMO**: 0.273 Eh

***

2.
DFT (the ωB97M-V functional and the def2-TZVPD basis) results for one molecule with the formula C17H23N3O at a distorted geometry.

Atoms and positions in Å:
C1 -2.1261 -0.8529 -3.4766
C2 -1.7189 -1.1000 -2.0291
C3 -2.9361 -1.1642 -1.1082
C4 -2.5987 -1.5823 0.3242
C5 -1.6484 -0.6302 1.0553
C6 -1.3380 -1.1373 2.4641
C7 -0.1754 -0.3468 3.0745
C8 -0.1927 1.1190 2.6088
C9 0.6631 1.3042 1.4076
N1 1.7268 0.6342 1.0828
C10 2.1313 1.2298 -0.0784
C11 3.2995 0.8034 -0.8252
C12 3.6643 1.4393 -2.0105
C13 4.7926 0.9837 -2.6712
N2 5.5386 -0.0192 -2.2377
C14 5.1875 -0.6195 -1.1132
C15 4.0808 -0.2539 -0.3649
N3 1.3500 2.2167 -0.4345
O1 0.3940 2.2761 0.5275
C16 -1.6244 1.5764 2.3223
C17 -2.2257 0.7895 1.1501
H1 -2.7662 -1.6557 -3.8365
H2 -2.6719 0.0842 -3.5636
H3 -1.2490 -0.7994 -4.1173
H4 -1.0514 -0.2975 -1.7099
H5 -1.1654 -2.0398 -1.9627
H6 -3.4362 -0.1942 -1.1038
H7 -3.6421 -1.8923 -1.5162
H8 -2.1437 -2.5759 0.2999
H9 -3.5276 -1.6602 0.8959
H10 -0.7045 -0.6049 0.5025
H11 -1.0780 -2.1963 2.4338
H12 -2.2326 -1.0369 3.0819
H13 0.7753 -0.7891 2.7767
H14 -0.2387 -0.3843 4.1626
H15 0.2412 1.7514 3.3936
H16 3.0748 2.2597 -2.3861
H17 5.1208 1.4421 -3.5949
H18 5.8284 -1.4333 -0.7999
H19 3.8182 -0.7608 0.5497
H20 -1.6399 2.6440 2.0992
H21 -2.2114 1.4167 3.2278
H22 -2.0361 1.3230 0.2179
H23 -3.3082 0.7328 1.2817

Results
**Net charge**: 0
**HOMO energy**: -9.76 eV
**Gap between HOMO and LUMO**: 0.369 Eh
**Energy relative to the best compared isomer or geometry (same formula, charge and spin)**: 49.09 kcal/mol

***

3.
DFT (the ωB97M-V functional and the def2-TZVPD basis) results for C26H34IN6Pt as an isolated structure at a distorted geometry.

Atoms and positions in Å:
Pt1 -0.1960 0.5282 -0.1313
I1 -0.6305 2.7883 1.0888
C1 -1.6888 3.5464 -0.5195
C2 -2.2160 4.8204 -0.5536
C3 -2.9155 5.2245 -1.6986
C4 -3.0715 4.3628 -2.7587
C5 -2.5291 3.0577 -2.7207
C6 -2.6802 2.1648 -3.7975
C7 -2.1505 0.8817 -3.7660
C8 -1.4498 0.4591 -2.6515
C9 -1.2555 1.3094 -1.5272
C10 -1.8140 2.6337 -1.5683
H1 -2.0991 5.5072 0.2744
H2 -3.3308 6.2213 -1.7394
H3 -3.6163 4.6786 -3.6396
H4 -3.2257 2.4984 -4.6729
H5 -2.2861 0.2180 -4.6085
H6 -1.0378 -0.5449 -2.6429
C11 -3.7515 -0.4362 2.4613
N1 -2.8490 -0.8670 1.3881
C12 -3.3876 -0.7092 0.0386
C13 -1.6394 -1.3532 1.6453
N2 -0.5890 -1.1512 0.7539
C14 0.2883 -2.1978 0.4158
C15 0.0117 -3.5687 0.4764
C16 0.9762 -4.4609 0.0626
C17 2.1978 -4.0017 -0.4378
C18 2.4543 -2.6505 -0.5267
C19 1.4856 -1.7462 -0.0787
N3 1.5449 -0.3395 -0.1381
C20 2.7753 0.3079 -0.2565
N4 3.7459 -0.0448 0.5741
C21 3.4923 -0.6708 1.8705
C22 5.1660 0.0710 0.2212
N5 2.9555 1.2473 -1.1803
C23 2.1673 1.3110 -2.4111
C24 3.7661 2.4468 -0.9309
N6 -1.3829 -2.0020 2.7755
C25 -0.0542 -2.0423 3.3826
C26 -2.3933 -2.8329 3.4432
H7 -4.2315 0.4838 2.1308
H8 -3.1825 -0.2353 3.3645
H9 -4.5238 -1.1765 2.6641
H10 -4.3692 -1.1827 0.0077
H11 -2.7423 -1.1992 -0.6850
H12 -3.4993 0.3470 -0.2086
H13 -0.9568 -3.9166 0.8136
H14 0.7804 -5.5235 0.0880
H15 2.9287 -4.7156 -0.7898
H16 3.3758 -2.2909 -0.9675
H17 2.4839 -0.4414 2.2019
H18 4.2010 -0.2578 2.5866
H19 3.6330 -1.7511 1.8135
H20 5.2736 0.2860 -0.8384
H21 5.6350 -0.8880 0.4417
H22 5.6574 0.8429 0.8123
H23 1.8386 0.3162 -2.7035
H24 2.8141 1.7059 -3.1931
H25 1.3103 1.9784 -2.3025
H26 4.3010 2.3680 0.0081
H27 3.0931 3.3044 -0.8846
H28 4.4744 2.5971 -1.7434
H29 0.5444 -1.2136 3.0172
H30 0.4434 -2.9886 3.1678
H31 -0.1748 -1.9406 4.4601
H32 -3.2030 -3.0578 2.7544
H33 -2.7841 -2.3502 4.3378
H34 -1.9079 -3.7650 3.7301

Results
**Net charge**: +3
**HOMO energy (spin up / spin down)**: -16.67 / -16.67 eV
**Gap between HOMO and LUMO (spin up / spin down)**: 0.204 / 0.204 Eh
**Energy relative to the best compared isomer or geometry (same formula, charge and spin)**: 0.00 kcal/mol

***

4.
DFT (the ωB97M-V functional and the def2-TZVPD basis) results for C62H40F15GeN8NaS5 as an isolated structure at a distorted geometry.

Atoms and positions in Å:
Na1 -1.1582 -0.2375 0.9419
C1 -2.1011 1.1736 5.5412
C2 -2.0147 0.9628 4.0558
N1 -2.0382 -0.1766 3.4789
N2 -2.3311 -1.2558 4.2736
C3 -2.0103 -2.5217 3.8884
N3 -2.7733 -3.4689 4.5114
S1 -0.7814 -2.8821 2.8505
C4 -1.9423 2.1662 3.1693
C5 -1.8561 3.4433 3.7125
C6 -1.8856 4.5393 2.8609
C7 -2.0275 4.3242 1.5065
C8 -2.1061 3.0101 1.0568
N4 -2.0469 1.9558 1.8544
H1 -1.8760 0.2604 6.0891
H2 -1.3722 1.9203 5.8525
H3 -3.0869 1.5338 5.8450
H4 -2.9468 -1.1316 5.0615
H5 -3.7453 -3.2541 4.6747
H6 -2.5847 -4.4104 4.2113
H7 -1.7764 3.5940 4.7786
H8 -1.8146 5.5432 3.2599
H9 -2.0817 5.1440 0.8033
H10 -2.2305 2.8018 0.0015
N5 0.6375 0.5120 1.8204
S2 1.8454 1.2971 1.8882
N6 3.1691 0.9818 0.9347
S3 3.3547 -0.3310 0.1353
N7 2.4804 -0.6685 -1.0710
S4 1.1408 -1.6910 -1.1548
N8 -0.0115 -1.5303 -0.3075
C9 1.9438 -3.3016 -1.0864
C10 3.0254 -3.6413 -1.8881
C11 3.5873 -4.8996 -1.7612
C12 3.0693 -5.8015 -0.8357
C13 1.9854 -5.4512 -0.0468
C14 1.4078 -4.1928 -0.1765
C15 0.9354 -1.5002 -2.9317
C16 1.3459 -0.3651 -3.6150
C17 1.0113 -0.2235 -4.9554
C18 0.2783 -1.2096 -5.6002
C19 -0.1233 -2.3447 -4.9079
C20 0.2020 -2.4923 -3.5691
C21 4.9651 -0.0512 -0.5524
C22 5.1888 -0.3568 -1.8819
C23 6.4581 -0.1475 -2.4082
C24 7.4723 0.3434 -1.6025
C25 7.2293 0.6391 -0.2649
C26 5.9674 0.4491 0.2690
C27 3.5911 -1.7414 1.2039
C28 4.6817 -2.5817 1.0116
C29 4.8356 -3.6792 1.8426
C30 3.9155 -3.9235 2.8523
C31 2.8210 -3.0889 3.0165
C32 2.6377 -1.9942 2.1834
C33 1.7022 3.0380 1.4893
C34 1.4345 3.3309 0.1575
C35 1.1649 4.6377 -0.2062
C36 1.1645 5.6428 0.7562
C37 1.4170 5.3360 2.0833
C38 1.6805 4.0234 2.4601
C39 2.6451 1.3023 3.4974
C40 3.9014 1.8444 3.7332
C41 4.4438 1.7522 5.0045
C42 3.7364 1.1157 6.0197
C43 2.4853 0.5733 5.7692
C44 1.9293 0.6688 4.4989
H11 3.4154 -2.9329 -2.6092
H12 4.4271 -5.1826 -2.3832
H13 3.5110 -6.7854 -0.7384
H14 1.5790 -6.1563 0.6670
H15 0.5506 -3.8866 0.4125
H16 1.9141 0.3990 -3.1032
H17 1.3238 0.6627 -5.4942
H18 0.0191 -1.0932 -6.6448
H19 -0.7035 -3.1118 -5.4038
H20 -0.1350 -3.3627 -3.0198
H21 4.3760 -0.7313 -2.4892
H22 6.6479 -0.3683 -3.4500
H23 8.4593 0.5028 -2.0168
H24 8.0241 1.0244 0.3597
H25 5.7546 0.6815 1.3037
H26 5.3981 -2.3989 0.2216
H27 5.6779 -4.3430 1.6979
H28 4.0460 -4.7782 3.5041
H29 2.0817 -3.2918 3.7795
H30 1.7526 -1.3730 2.2788
H31 1.4260 2.5387 -0.5799
H32 0.9530 4.8707 -1.2419
H33 0.9621 6.6664 0.4676
H34 1.4072 6.1164 2.8336
H35 1.8621 3.7811 3.4996
H36 4.4393 2.3344 2.9310
H37 5.4215 2.1707 5.2061
H38 4.1688 1.0390 7.0091
H39 1.9448 0.0664 6.5584
H40 0.9670 0.2323 4.2500
F1 -1.0920 1.1033 -1.2734
C45 -1.6043 1.3914 -2.4792
C46 -2.8621 0.9629 -2.8664
C47 -3.2458 1.3386 -4.1428
F2 -4.4654 1.0071 -4.5946
C48 -2.4555 2.0849 -4.9976
F3 -2.8765 2.4150 -6.2192
C49 -1.2176 2.5097 -4.5600
F4 -0.4301 3.2301 -5.3578
C50 -0.7957 2.1713 -3.2908
F5 0.4048 2.5919 -2.8667
Ge1 -4.1990 -0.0375 -1.7490
S5 -3.7424 -0.7317 0.1762
C51 -4.6307 -1.4753 -3.0566
C52 -5.7387 -1.5842 -3.8758
F6 -6.6553 -0.6086 -3.9306
C53 -5.9543 -2.6738 -4.7039
F7 -7.0373 -2.7418 -5.4809
C54 -5.0236 -3.6948 -4.7400
F8 -5.2102 -4.7427 -5.5395
C55 -3.8918 -3.6156 -3.9506
F9 -2.9799 -4.5960 -3.9924
C56 -3.7211 -2.5171 -3.1279
F10 -2.6129 -2.4872 -2.3788
C57 -5.7532 1.1999 -1.6648
C58 -5.6854 2.5732 -1.7876
F11 -4.5356 3.1844 -2.1381
C59 -6.7646 3.4074 -1.5481
F12 -6.6504 4.7321 -1.6817
C60 -7.9699 2.8570 -1.1590
F13 -9.0188 3.6412 -0.9220
C61 -8.0794 1.4855 -1.0137
F14 -9.2415 0.9521 -0.6325
C62 -6.9756 0.6909 -1.2612
F15 -7.1255 -0.6271 -1.0826

Results
**Net charge**: 0
**HOMO energy**: -6.87 eV
**Gap between HOMO and LUMO**: 0.250 Eh
**Energy relative to the best compared isomer or geometry (same formula, charge and spin)**: 3.58 kcal/mol

***

5.
DFT (the ωB97M-V functional and the def2-TZVPD basis) results for C38H38AuClOP2S as an isolated structure at a distorted geometry.

Atoms and positions in Å:
Au1 -0.4716 -0.1357 -0.7483
Cl1 -1.5092 -0.8383 -2.7865
P1 -1.7333 1.1877 0.8503
P2 1.9543 -0.3931 -1.2263
C1 -3.0697 0.0579 1.3574
C2 -2.6302 2.4931 -0.0842
C3 -1.3378 2.0660 2.4302
C4 3.4565 -0.5884 -0.1126
C5 1.9194 -2.0337 -2.0386
C6 2.5567 0.7020 -2.5768
C7 -3.5833 -0.0309 2.6655
C8 -4.6782 -0.8542 2.9496
C9 -5.2613 -1.6226 1.9358
C10 -4.7213 -1.5835 0.6452
C11 -3.6579 -0.7377 0.3632
H1 -3.1501 0.5695 3.4604
H2 -5.0677 -0.9038 3.9649
H3 -6.1092 -2.2624 2.1533
H4 -5.1209 -2.2287 -0.1393
H5 -3.2427 -0.7057 -0.6495
C12 -0.6383 1.3468 3.4242
C13 -0.3238 1.9162 4.6634
C14 -0.7200 3.2224 4.9562
C15 -1.4247 3.9587 3.9983
C16 -1.7257 3.3898 2.7530
H6 -0.3298 0.3217 3.2086
H7 0.2410 1.3353 5.3981
H8 -0.4775 3.6673 5.9191
H9 -1.7356 4.9844 4.2186
H10 -2.2830 3.9821 2.0242
C17 -4.0142 2.6758 0.0856
C18 -4.6919 3.6630 -0.6343
C19 -3.9987 4.4652 -1.5426
C20 -2.6242 4.2993 -1.7231
C21 -1.9462 3.3023 -1.0124
H11 -4.5671 2.0432 0.7839
H12 -5.7643 3.7790 -0.4841
H13 -4.5336 5.2149 -2.1163
H14 -2.0788 4.9269 -2.4332
H15 -0.8803 3.1217 -1.1744
C22 1.3970 -2.1275 -3.3386
C23 1.2575 -3.3591 -3.9714
C24 1.7144 -4.5247 -3.3551
C25 2.2437 -4.4474 -2.0554
C26 2.2846 -3.2165 -1.3798
H16 1.0268 -1.2266 -3.8301
H17 0.7680 -3.4056 -4.9525
H18 1.6391 -5.4909 -3.8578
H19 2.6013 -5.3455 -1.5492
H20 2.6171 -3.1840 -0.3437
C27 3.2640 -0.8976 1.2521
C28 4.3444 -1.0821 2.1268
C29 5.6602 -0.9856 1.6640
C30 5.8783 -0.7155 0.3064
C31 4.7959 -0.4994 -0.5640
H21 2.2472 -0.9900 1.6384
H22 4.1521 -1.3077 3.1785
H23 6.5009 -1.1127 2.3496
H24 6.9017 -0.6722 -0.0742
H25 4.9978 -0.2708 -1.6138
C32 3.4956 0.2339 -3.5198
C33 3.9844 1.0785 -4.5241
C34 3.5021 2.3852 -4.6358
C35 2.5528 2.8592 -3.7241
C36 2.0783 2.0218 -2.7074
H26 3.8462 -0.8003 -3.4735
H27 4.7302 0.6973 -5.2204
H28 3.8494 3.0257 -5.4418
H29 2.1680 3.8808 -3.8126
H30 1.3141 2.3748 -2.0103
H31 1.5723 1.7224 1.5601
H32 1.9953 2.3579 1.6059
C37 -1.1412 -4.0475 -0.1415
S1 -0.5604 -2.7471 0.9653
C38 -1.5542 -2.9764 2.4067
O1 0.8293 -3.1150 1.3632
H33 -2.2441 -4.0396 -0.1204
H34 -0.7349 -5.0112 0.2198
H35 -0.7614 -3.8289 -1.1726
H36 -1.1562 -3.8173 2.9765
H37 -1.4993 -2.0498 2.9750
H38 -2.5844 -3.1165 2.0749

Results
**Multiplicity**: 3
**Net charge**: +2
**HOMO energy (spin up / spin down)**: -13.82 / -13.99 eV
**Gap between HOMO and LUMO (spin up / spin down)**: 0.317 / 0.145 Eh
**Energy relative to the best compared isomer or geometry (same formula, charge and spin)**: 0.00 kcal/mol

***

6.
DFT (the ωB97M-V functional and the def2-TZVPD basis) results for F4H8N2O12PtS4 as an isolated structure at a distorted geometry.

Atoms and positions in Å:
Pt1 0.5077 -0.1396 -0.2764
N1 -1.2358 -0.7564 -1.3215
S1 -2.5918 0.0552 -1.5082
O1 -3.7003 -0.3280 -0.6823
O2 -2.8498 0.5481 -2.8272
F1 -2.0832 1.3861 -0.7329
S2 -1.8312 -2.3024 -1.5194
O3 -2.8573 -2.4396 -2.5107
O4 -1.9413 -3.0357 -0.3060
F2 -0.5292 -2.9159 -2.2076
N2 0.0356 0.7588 1.6020
S3 0.3883 2.2846 2.1807
O5 1.3174 2.2762 3.2695
O6 -0.6373 3.2683 2.1788
F3 1.3521 2.6772 0.9397
S4 -0.8711 0.3389 2.8192
O7 -2.1759 0.9285 2.8293
O8 -0.1553 0.0808 4.0346
F4 -1.2207 -1.1636 2.3562
O9 0.7528 1.7134 -1.5648
H1 0.0156 2.1706 -1.9977
H2 1.4446 2.3783 -1.4640
O10 1.1689 -2.0656 0.7521
H3 1.4765 -2.7947 0.1986
H4 1.5181 -2.2474 1.6338
O11 2.6366 0.3108 0.3743
H5 3.0880 -0.0915 1.1268
H6 3.3076 0.8452 -0.0653
O12 1.7590 -0.8007 -2.1391
H7 1.2489 -0.4347 -2.8757
H8 2.6628 -0.5051 -2.2966

Results
**Multiplicity**: 3
**Net charge**: 0
**HOMO energy (spin up / spin down)**: -10.04 / -10.32 eV
**Gap between HOMO and LUMO (spin up / spin down)**: 0.311 / 0.310 Eh
**Energy relative to the best compared isomer or geometry (same formula, charge and spin)**: 0.00 kcal/mol

***

7.
DFT (the ωB97M-V functional and the def2-TZVPD basis) results for one molecule with the formula C22H22N4O4 at a distorted geometry.

Atoms and positions in Å:
C1 -8.6146 -0.6721 0.0084
C2 -7.5856 0.4404 0.0798
O1 -6.2860 -0.1471 0.0798
C3 -5.2533 0.7089 0.1160
O2 -5.3968 1.9087 0.1483
C4 -3.9443 0.0232 0.1090
C5 -2.7852 0.7970 0.1380
C6 -1.5391 0.2078 0.1269
C7 -1.4319 -1.1833 0.0868
N1 -0.2121 -1.8417 0.0681
C8 1.0500 -1.3245 0.0817
O3 1.3315 -0.1417 0.1039
C9 2.0557 -2.4008 0.0808
N2 1.6778 -3.7168 0.0928
C10 2.7744 -4.4095 0.1848
N3 3.8657 -3.6118 0.2340
C11 3.4364 -2.3189 0.1490
C12 4.3948 -1.2018 0.3602
O4 5.1528 -1.2664 1.3190
N4 4.4046 -0.2000 -0.5319
C13 3.6164 -0.1574 -1.7367
C14 5.1356 1.0158 -0.2172
C15 4.1760 2.1417 0.0736
C16 3.3053 2.0340 1.1507
C17 2.3840 3.0318 1.4059
C18 2.3284 4.1505 0.5910
C19 3.1985 4.2677 -0.4786
C20 4.1152 3.2636 -0.7398
C21 -2.5937 -1.9609 0.0618
C22 -3.8357 -1.3664 0.0724
H1 -8.4732 -1.2549 -0.8979
H2 -9.6135 -0.2459 0.0050
H3 -8.5122 -1.3322 0.8657
H4 -7.7047 1.0371 0.9916
H5 -7.6682 1.1172 -0.7786
H6 -2.8848 1.8712 0.1685
H7 -0.6458 0.8094 0.1502
H8 -0.2371 -2.8569 0.0568
H9 2.8207 -5.4796 0.2129
H10 4.8283 -3.8824 0.3630
H11 3.3006 -1.1598 -2.0180
H12 2.7316 0.4672 -1.5977
H13 4.2267 0.2616 -2.5389
H14 5.7497 0.7975 0.6609
H15 5.7876 1.2701 -1.0593
H16 3.3472 1.1585 1.7807
H17 1.7051 2.9354 2.2398
H18 1.6069 4.9296 0.7886
H19 3.1593 5.1388 -1.1165
H20 4.7883 3.3552 -1.5813
H21 -2.5077 -3.0380 0.0338
H22 -4.7298 -1.9693 0.0521

Results
**Net charge**: 0
**HOMO energy**: -8.54 eV
**Gap between HOMO and LUMO**: 0.325 Eh
**Energy relative to the best compared isomer or geometry (same formula, charge and spin)**: 41.39 kcal/mol